No. 1
Molecular formula: C46H56BBaF5IN6OPTe
Method: DFT, ωB97M-V with the def2-TZVPD basis set

Calculated values
- Kohn-Sham gap: 6.7 eV
- Energy above the lowest of the compared OMol25 structures with the same formula, charge and spin: 0.787 eV
- E: -3647.1827 Ha
- Max |F|: 4.01 eV/A
- Charge: -2

Each line ends with the Löwdin charge.
Geometry (Å):
C -2.238 2.753 1.457  -0.32
H -4.696 2.709 4.733  0.06
C -3.146 2.606 2.467  0.00
H 2.231 -4.273 1.400  0.10
C -0.252 -2.795 -1.175  -0.49
C -3.641 -3.584 -2.929  -0.08
C 1.589 -3.800 0.681  -0.13
N 1.004 2.332 0.113  -0.05
Te 6.497 1.213 -6.130  1.72
O 6.740 2.565 -7.135  -0.61
H -6.816 -1.533 0.246  0.09
H 5.153 0.584 3.515  0.09
C 0.454 3.239 4.331  -0.03
N 2.054 0.750 2.263  0.06
H 2.672 -1.716 1.772  0.03
C -0.784 2.407 -3.684  -0.08
C 3.607 -0.777 3.527  -0.54
C 1.360 3.315 -4.301  -0.06
C -3.707 -1.971 -1.112  -0.28
H -1.775 0.347 5.724  0.09
Ba -0.524 -0.763 1.202  1.75
H -2.361 2.831 -0.666  0.10
C -3.016 -2.637 -2.166  -0.32
F 5.256 1.902 -4.769  -0.45
H 2.707 1.350 5.411  0.10
H 3.972 3.872 0.362  0.09
H 3.060 -2.577 -0.280  0.13
H 2.432 3.368 -4.104  0.06
C -0.009 -4.008 -3.875  -0.10
H 4.343 -2.124 4.907  0.07
H -3.114 0.139 1.442  0.01
C -0.643 -2.779 -3.824  -0.38
C 2.956 -2.013 2.787  -0.04
H -3.313 0.429 6.519  0.07
H 0.043 -4.773 1.578  0.02
C 1.127 2.209 -1.997  -0.21
C 2.308 1.351 4.423  0.03
H 2.569 4.307 1.464  0.09
H -5.363 1.411 3.721  0.08
H -0.430 3.407 3.690  0.06
C 1.986 -2.924 -0.306  -0.10
H -0.028 -4.706 -3.015  0.12
N -1.190 1.942 1.768  -0.10
C -3.620 -0.522 0.744  -0.21
C -5.005 -0.592 0.851  -0.13
H 0.708 -0.106 -3.490  0.06
C 3.055 3.538 0.842  -0.02
C -5.742 -3.185 -1.706  -0.05
C 1.088 -2.464 -1.280  -0.14
H -1.695 -3.876 -0.028  0.10
C 0.671 -3.593 -6.135  -0.11
H -3.350 4.129 0.280  0.09
N 0.328 1.932 -0.955  0.11
P -1.345 -1.896 -2.356  1.11
H 5.738 -0.948 3.166  0.07
C 2.289 2.874 -1.537  0.03
I -1.351 -4.499 4.379  -0.69
H 3.124 3.187 -2.097  0.10
H 3.656 -2.823 2.688  0.08
C 0.068 -2.382 -6.095  -0.09
H -2.416 1.877 6.172  0.07
H 1.227 3.163 -5.394  0.09
H -1.028 -1.013 -4.926  0.07
H 1.295 -3.950 -6.997  0.12
C -3.808 -0.519 4.187  -0.04
C -0.586 -1.965 -4.933  -0.13
H 4.589 -0.556 5.376  0.08
H -1.028 2.613 -4.745  0.08
C 3.839 -1.196 4.927  -0.07
F 6.567 -0.261 -5.068  -0.39
H -1.560 4.251 0.021  0.08
H -4.438 -0.621 3.280  0.07
C -3.475 0.947 4.460  -0.52
F 7.989 1.376 -4.901  -0.45
B 0.293 2.507 1.474  -0.52
H 1.109 -5.393 -5.080  0.10
H 3.299 2.693 1.479  0.07
C -5.766 -1.453 0.125  -0.02
C 0.590 -4.436 -5.033  -0.10
F 7.632 0.324 -7.339  -0.43
C 1.116 0.779 -4.032  -0.05
H -1.438 1.599 -3.300  0.07
N 1.276 1.781 2.527  -0.06
H 1.445 -1.737 -1.972  0.10
H -5.577 -4.562 -3.260  0.09
H 2.079 -2.280 3.336  0.08
H 0.988 4.321 -3.987  0.09
H 0.924 0.659 -5.064  0.06
H -6.773 -3.411 -1.614  0.09
H -3.121 -4.029 -3.823  0.11
C 2.163 2.984 -0.172  -0.28
H -5.416 1.290 5.552  0.10
C -2.899 -1.240 -0.212  -0.26
C -2.389 3.547 0.217  -0.02
C 0.719 2.125 -3.519  -0.51
H 0.076 -1.676 -6.904  0.10
C 1.353 2.173 3.827  -0.25
C -5.070 -2.215 -0.926  -0.16
H -5.489 0.085 1.545  0.09
H -4.108 3.158 2.621  0.12
N -1.515 1.175 2.881  -0.04
C -2.701 0.909 5.785  -0.05
H 2.866 -1.275 5.430  0.11
H -4.264 -0.910 5.099  0.09
C 2.655 0.445 3.433  -0.24
H 0.952 4.170 4.461  0.07
C -2.685 1.590 3.318  -0.27
H -0.074 3.058 5.272  0.08
C -0.668 -3.681 -0.173  -0.13
H -1.115 3.279 -3.083  0.08
C 0.256 -4.154 0.738  -0.13
F 4.993 0.465 -6.894  -0.40
H 2.189 0.743 -4.098  0.09
C -5.021 -3.814 -2.682  -0.11
H -2.884 -1.041 4.085  0.05
H 0.131 3.743 1.620  0.13
C -4.842 1.650 4.660  -0.05
C 4.901 -0.330 2.981  -0.07
H 4.950 -0.119 1.943  0.08

=====

No. 2
Molecular formula: C46H56BaBrFIN5O2PS
Method: DFT, ωB97M-V with the def2-TZVPD basis set

Calculated values
- Kohn-Sham gap: 6.6 eV
- Energy above the lowest of the compared OMol25 structures with the same formula, charge and spin: 0.562 eV
- E: -5947.5112 Ha
- Max |F|: 0.30 eV/A
- Charge: -1

Each line ends with the Löwdin charge.
Geometry (Å):
H 1.708 -4.815 -0.598  0.12
H -4.769 4.267 1.964  0.07
H -2.709 1.199 2.500  0.07
H -1.535 -1.750 3.993  0.02
C -3.877 -2.792 1.214  -0.28
C -0.915 2.795 4.789  -0.12
N -0.482 2.452 1.106  0.03
H -1.254 -3.020 -1.962  0.06
C -3.224 1.206 1.541  -0.10
C 2.311 -6.040 -2.265  -0.15
H -3.034 6.299 -1.524  0.09
H 1.908 4.065 -1.488  0.07
H 6.574 1.506 2.012  0.05
C -1.292 -3.790 1.707  -0.29
H 1.790 -2.834 -4.354  0.12
C 2.537 -6.051 -3.633  -0.74
C 1.716 -3.708 -2.416  -0.13
C -4.107 -1.222 -1.969  -0.30
H -4.851 1.752 -4.597  0.08
P -2.211 -2.201 1.697  0.77
S 4.420 1.074 0.407  0.58
H -4.583 -1.960 1.256  0.03
C 2.992 2.090 -3.195  -0.10
H -2.998 2.539 -3.301  0.08
C -4.697 0.138 -1.653  -0.18
C -3.134 -3.735 -2.614  -0.12
C -4.941 0.878 -3.947  -0.11
N -4.443 1.209 -2.627  -0.24
H -2.389 0.870 -3.121  0.07
H 1.952 2.104 1.718  0.10
C 1.151 3.298 -4.147  -0.11
H 1.699 2.916 -0.176  0.04
H -1.818 -4.564 2.273  0.04
H 0.705 5.941 2.160  0.08
C 2.071 1.456 -2.374  -0.19
C 1.287 5.108 1.758  -0.06
N 2.763 2.078 2.326  0.09
H -4.400 0.041 -4.415  0.09
H -5.149 -4.221 -3.200  0.09
C 1.898 -4.860 -1.662  -0.01
Br 3.697 3.930 -5.248  0.73
I 3.157 -7.826 -4.555  0.81
H 6.735 2.213 3.642  0.09
H 1.185 5.898 -0.199  0.12
C 6.194 1.493 3.030  -0.05
H 0.749 4.028 -4.834  0.10
H 2.452 -6.938 -1.679  0.09
C -2.611 3.557 0.468  -0.13
H -4.307 0.483 -0.695  0.08
H -5.787 0.059 -1.560  0.11
H -4.114 0.578 1.634  0.08
H 6.329 0.490 3.439  0.09
O 0.996 -2.473 -0.520  -0.20
H -2.924 -2.861 3.956  0.04
H -0.302 -3.632 2.136  0.04
C 2.506 3.017 -4.094  -0.69
H -4.386 2.464 0.315  0.12
H 2.424 0.735 -1.647  0.06
H 1.020 4.224 2.331  0.03
H 2.535 -4.938 -5.470  0.09
C -3.639 2.606 1.104  -0.35
C 1.952 3.948 -0.405  -0.07
H -3.852 -3.144 0.182  0.02
H -3.144 -1.119 3.669  0.03
C -2.301 -2.743 -2.097  -0.19
H -1.283 3.515 5.512  0.10
C -3.058 1.632 -2.692  -0.13
C -0.485 4.653 0.021  -0.13
H -0.743 2.804 -3.273  0.09
C -0.411 1.577 5.230  -0.13
C -2.526 5.559 -0.919  -0.10
Ba -0.445 -0.229 -0.595  1.74
H 2.347 5.316 1.922  0.08
H -4.306 4.502 -0.420  0.11
H -5.996 0.603 -3.884  0.08
H -6.010 -1.971 -2.639  0.10
C -0.509 2.234 2.431  -0.34
C -2.482 -1.971 3.502  -0.29
C 2.790 2.492 3.642  -0.07
H 4.507 2.542 5.021  0.11
H -2.732 -4.713 -2.861  0.09
H -2.578 0.745 0.803  -0.02
C 4.059 2.348 4.064  -0.05
C 1.247 -2.432 -1.754  -0.71
C -1.156 5.612 -0.726  -0.06
F 0.471 0.114 2.024  -0.10
H -1.356 4.082 3.132  0.11
C -2.735 -1.456 -1.732  -0.25
C -0.004 1.016 2.950  -0.27
H -5.187 2.677 2.620  0.08
H -2.702 1.893 -1.690  0.06
C -3.229 4.550 -0.299  -0.07
N 0.764 1.701 -2.408  -0.02
C -4.957 -2.198 -2.489  -0.09
C 0.322 2.609 -3.276  -0.12
H 2.983 4.127 -0.090  0.08
H -1.149 -4.120 0.677  0.03
H 0.473 -0.286 4.543  0.12
H 1.902 2.822 4.154  0.11
C -4.480 -3.464 -2.807  -0.12
C 0.054 0.675 4.271  -0.06
H -0.584 6.427 -1.158  0.10
N 4.796 1.853 2.994  -0.14
H -4.221 -3.591 1.876  0.04
C -4.362 3.301 2.266  -0.06
H 4.045 1.867 -3.110  0.11
C 2.359 -4.912 -4.403  -0.15
H -3.681 3.461 3.103  0.07
O 1.102 -1.415 -2.473  -0.17
C 3.989 1.676 1.913  -0.81
C 1.947 -3.741 -3.785  -0.01
C -0.962 3.122 3.442  -0.06
C 0.995 4.925 0.266  -0.35
H -0.379 1.328 6.281  0.09
C -1.195 3.549 0.575  -0.19